Entry 1:
{"formula": "C36H48BrCl3GeInN6O4S2", "method": "ωB97M-V/def2-TZVPD", "spin_multiplicity": 2, "gap_ev": [6.81, 4.37], "total_energy_ev": -246218.37017, "lumo_energy_ev": [-0.477, -2.906], "s_squared": 0.819, "species": ["In", "C", "C", "N", "N", "C", "S", "S", "C", "C", "C", "C", "C", "C", "C", "C", "C", "C", "C", "C", "C", "O", "H", "H", "H", "H", "H", "H", "H", "H", "H", "H", "H", "H", "H", "H", "N", "C", "C", "C", "C", "N", "C", "N", "N", "C", "O", "O", "H", "H", "H", "H", "H", "H", "H", "H", "H", "H", "H", "H", "H", "H", "C", "C", "C", "C", "C", "C", "C", "Br", "C", "O", "C", "C", "C", "C", "C", "C", "H", "H", "H", "H", "H", "H", "H", "H", "H", "H", "H", "H", "H", "H", "H", "H", "H", "H", "H", "H", "Cl", "Ge", "Cl", "Cl"], "coordinates": [[-0.9913, -0.9900, 0.0348], [0.8972, 1.3930, 3.2888], [-0.2512, 1.1602, 2.3580], [-0.8517, 0.0082, 2.2512], [-0.5818, -0.8932, 3.2220], [-1.1809, -2.0416, 3.0485], [-2.0979, -2.5559, 1.6749], [-1.0823, -3.2583, 4.2873], [-0.2280, -2.4021, 5.6522], [-1.1825, -1.9363, 6.7129], [-1.5345, -2.7638, 7.7732], [-2.4440, -2.3362, 8.7296], [-3.0113, -1.0738, 8.6346], [-2.6631, -0.2408, 7.5799], [-1.7540, -0.6703, 6.6253], [-0.8461, 2.2528, 1.6248], [-0.5745, 3.5615, 2.0386], [-1.2996, 4.6350, 1.5736], [-2.3685, 4.4501, 0.6635], [-2.6480, 3.2126, 0.1886], [-1.8539, 2.0716, 0.5749], [-2.0345, 1.0074, -0.0718], [1.3649, 0.4420, 3.5255], [1.6272, 2.0439, 2.8064], [0.5778, 1.8598, 4.2236], [0.5006, -3.1113, 6.0422], [0.3019, -1.5695, 5.1972], [-1.0918, -3.7503, 7.8512], [-2.7083, -2.9894, 9.5512], [-3.7212, -0.7395, 9.3799], [-3.1004, 0.7463, 7.5015], [-1.4867, -0.0246, 5.7965], [0.1980, 3.7299, 2.7744], [-1.0643, 5.6295, 1.9284], [-2.9423, 5.3028, 0.3262], [-3.4186, 3.0346, -0.5496], [-2.8608, -1.5639, -1.3273], [-2.4358, -2.0439, -2.6533], [-3.2993, -3.1976, -3.1645], [-4.5626, -2.7894, -3.9248], [-4.2797, -2.4273, -5.3921], [-3.9173, -1.0387, -5.6511], [-4.7838, -0.0592, -5.8016], [-6.1015, -0.2844, -5.6373], [-4.3712, 1.1451, -6.2119], [-0.9342, -2.4229, -2.6645], [-0.5149, -2.9988, -3.6533], [-0.2412, -2.0578, -1.6470], [-3.2924, -2.3262, -0.8137], [-3.5388, -0.8058, -1.3956], [-2.5028, -1.1992, -3.3430], [-3.5672, -3.8289, -2.3106], [-2.6790, -3.8145, -3.8153], [-5.0755, -1.9664, -3.4147], [-5.2531, -3.6368, -3.9332], [-5.1305, -2.6743, -6.0308], [-3.4439, -3.0281, -5.7498], [-2.9343, -0.7684, -5.6585], [-6.3915, -1.0836, -5.1018], [-6.7253, 0.5032, -5.6320], [-3.3688, 1.3211, -6.1227], [-4.9537, 1.9337, -5.9829], [6.9696, -0.6824, -1.1866], [6.3494, -0.5066, 0.2063], [6.7438, -1.7072, 1.0665], [6.9234, 0.7589, 0.8580], [4.8344, -0.3758, 0.0710], [3.9480, -1.3150, 0.5562], [2.5836, -1.1235, 0.3957], [1.4482, -2.4940, 1.0662], [2.0047, -0.0133, -0.2270], [0.7013, 0.2092, -0.2784], [2.9285, 0.9061, -0.8138], [4.2845, 0.7071, -0.6195], [2.4384, 2.0389, -1.7234], [3.5850, 2.9058, -2.2539], [1.4784, 2.9809, -0.9894], [1.7537, 1.3995, -2.9401], [8.0567, -0.7685, -1.1134], [6.7401, 0.1669, -1.8318], [6.5834, -1.5825, -1.6682], [7.8291, -1.7344, 1.1806], [6.4353, -2.6491, 0.6091], [6.3026, -1.6480, 2.0636], [8.0044, 0.6623, 0.9842], [6.4761, 0.9239, 1.8404], [6.7367, 1.6453, 0.2506], [4.2869, -2.2062, 1.0643], [4.9678, 1.4208, -1.0564], [4.1188, 3.4170, -1.4492], [3.1672, 3.6689, -2.9137], [4.3028, 2.3250, -2.8357], [1.9951, 3.4798, -0.1632], [0.6316, 2.4341, -0.5917], [1.1035, 3.7463, -1.6734], [2.4862, 0.8574, -3.5421], [1.2916, 2.1643, -3.5702], [0.9973, 0.6795, -2.6292], [-4.0574, 1.2006, -2.7986], [-1.6615, 1.3809, -2.8634], [-1.4466, 1.0240, -5.2399], [-1.6179, 3.6226, -3.0269]], "lowdin_spin": [0.01, -0.01, -0.05, 0.14, 0.03, 0.05, 0.02, 0.04, 0.00, 0.00, 0.00, 0.00, 0.00, 0.00, 0.00, 0.16, -0.03, 0.18, 0.00, 0.10, 0.10, 0.21, 0.00, 0.00, 0.00, 0.00, 0.00, 0.00, 0.00, 0.00, 0.00, 0.00, -0.01, 0.01, 0.00, 0.00, 0.00, 0.00, 0.00, 0.00, 0.00, 0.00, 0.00, 0.00, 0.00, 0.00, 0.00, 0.00, 0.00, 0.00, 0.00, 0.00, 0.00, 0.00, 0.00, 0.00, 0.00, 0.00, 0.00, 0.00, 0.00, 0.00, 0.00, 0.00, 0.00, 0.00, 0.00, 0.00, 0.00, 0.00, 0.00, 0.00, 0.00, 0.00, 0.00, 0.00, 0.00, 0.00, 0.00, 0.00, 0.00, 0.00, 0.00, 0.00, 0.00, 0.00, 0.00, 0.00, 0.00, 0.00, 0.00, 0.00, 0.00, 0.00, 0.00, 0.00, 0.00, 0.00, 0.00, 0.01, 0.01, 0.01]}

Entry 2:
{"formula": "C32H33BMnNO6S2Si", "method": "ωB97M-V/def2-TZVPD", "spin_multiplicity": 5, "gap_ev": [8.55, 8.59], "total_energy_ev": -109044.65860, "lumo_energy_ev": [0.353, 0.352], "s_squared": 6.149, "species": ["Mn", "C", "C", "C", "O", "H", "H", "H", "H", "H", "H", "C", "O", "C", "O", "H", "H", "H", "O", "Si", "C", "C", "C", "C", "C", "C", "C", "C", "C", "C", "C", "C", "C", "C", "C", "C", "C", "C", "H", "H", "H", "H", "H", "H", "H", "H", "H", "H", "H", "H", "H", "H", "H", "S", "C", "N", "C", "C", "S", "H", "H", "H", "H", "H", "O", "B", "O", "C", "C", "C", "C", "C", "C", "H", "H", "H", "H"], "coordinates": [[-0.0362, -0.7225, 0.3222], [3.1821, -3.9428, 0.5406], [1.9177, -3.2190, 0.8785], [1.0507, -3.7577, 1.9665], [1.6035, -2.2180, 0.2443], [3.7626, -4.1228, 1.4453], [3.7711, -3.3866, -0.1845], [2.9137, -4.9189, 0.1273], [1.4090, -4.7153, 2.3376], [0.0334, -3.8350, 1.5793], [1.0208, -3.0316, 2.7824], [-2.8890, -0.3428, -1.4266], [-2.6323, -1.6973, -1.0626], [-1.5411, -1.9283, -0.3071], [-1.3129, -3.0753, 0.0242], [-3.9674, -0.2044, -1.4147], [-2.5058, -0.1470, -2.4284], [-2.4325, 0.3478, -0.7147], [1.1607, 0.5545, 1.0452], [2.2067, 1.3262, 1.9776], [1.4113, 1.9789, 3.5450], [1.8374, 1.6564, 4.8340], [1.2018, 2.1787, 5.9538], [0.1224, 3.0350, 5.8020], [-0.3153, 3.3737, 4.5283], [0.3268, 2.8533, 3.4156], [3.6051, 0.1694, 2.5037], [4.9609, 0.3872, 2.2580], [5.9292, -0.5182, 2.6804], [5.5574, -1.6623, 3.3702], [4.2134, -1.8960, 3.6371], [3.2559, -0.9913, 3.2032], [2.9211, 2.7888, 1.0442], [3.8872, 3.6245, 1.6138], [4.4075, 4.7031, 0.9148], [3.9568, 4.9776, -0.3718], [2.9838, 4.1742, -0.9472], [2.4746, 3.0881, -0.2436], [2.6805, 0.9889, 4.9733], [1.5465, 1.9113, 6.9454], [-0.3797, 3.4373, 6.6730], [-1.1602, 4.0397, 4.4042], [-0.0296, 3.1229, 2.4258], [5.2722, 1.2839, 1.7319], [6.9760, -0.3235, 2.4805], [6.3102, -2.3623, 3.7106], [3.9171, -2.7758, 4.1971], [2.2085, -1.1709, 3.4302], [4.2306, 3.4377, 2.6272], [5.1555, 5.3377, 1.3739], [4.3565, 5.8236, -0.9171], [2.6172, 4.3913, -1.9431], [1.7065, 2.4669, -0.6939], [0.4717, 0.0905, -2.1486], [2.1159, 0.3994, -2.1875], [3.0258, -0.0028, -1.3228], [4.4215, 0.2865, -1.6078], [4.4244, 1.4456, -2.6034], [2.8258, 1.3525, -3.4652], [2.7415, -0.5723, -0.5331], [4.9076, -0.5987, -2.0276], [4.9276, 0.5574, -0.6841], [5.2263, 1.3474, -3.3304], [4.4996, 2.4094, -2.1017], [-0.8230, -0.9599, 3.0054], [-1.3475, -0.2517, 1.8938], [-2.3154, 0.6367, 2.3291], [-2.3892, 0.4947, 3.6962], [-3.2152, 1.1502, 4.5775], [-3.0809, 0.8116, 5.9235], [-2.1577, -0.1400, 6.3408], [-1.3334, -0.8024, 5.4318], [-1.4793, -0.4641, 4.1066], [-3.9246, 1.8925, 4.2382], [-3.7062, 1.3027, 6.6575], [-2.0757, -0.3729, 7.3944], [-0.6120, -1.5427, 5.7503]], "lowdin_spin": [3.99, 0.00, 0.01, 0.00, 0.04, 0.00, 0.00, 0.00, 0.00, 0.00, 0.00, 0.01, -0.03, -0.07, 0.02, 0.00, 0.00, 0.00, 0.07, 0.01, 0.00, 0.00, 0.00, 0.00, 0.00, 0.00, 0.00, 0.00, 0.00, 0.00, 0.00, 0.00, 0.00, 0.00, 0.00, 0.00, 0.00, 0.00, 0.00, 0.00, 0.00, 0.00, 0.00, 0.00, 0.00, 0.00, 0.00, 0.00, 0.00, 0.00, 0.00, 0.00, 0.00, 0.02, 0.01, 0.00, 0.00, 0.00, 0.00, 0.00, 0.00, 0.00, 0.00, 0.00, 0.00, -0.08, -0.01, 0.00, 0.00, 0.00, 0.00, 0.00, 0.00, 0.00, 0.00, 0.00, 0.00]}